<one>
A cluster of 9 separate species, C6H28O9 in total, computed with the ωB97M-V functional and the def2-TZVPD basis.

```
43
C6H28O9 | the OMol25 dataset | the ωB97M-V functional and the def2-TZVPD basis
C -0.1957 0.2360 -2.4671
O -0.6149 1.5330 -1.9533
C -0.9037 -0.9674 -1.8999
C -0.8791 -1.1465 -0.3711
C -0.3152 -2.4465 0.1191
C 0.8756 -2.5756 0.6908
C -1.0725 -3.6710 -0.3051
H -0.1915 0.2691 -3.5454
H 0.8632 0.1589 -2.2777
H 0.0281 1.7432 -1.2675
H -0.3923 -1.8412 -2.2696
H -1.9092 -0.9517 -2.2985
H -1.9092 -1.0977 0.0194
H -0.3398 -0.2719 0.0437
H 1.3576 -1.6649 1.0406
H 1.2808 -3.5861 0.7883
H -0.8876 -4.5250 0.3553
H -2.1649 -3.5367 -0.2678
H -0.8173 -3.9717 -1.3277
H -2.3111 1.3040 0.7279
H -3.1489 1.0483 1.9637
O -2.2407 0.9457 1.6411
H -2.5745 3.0875 -0.9518
H -2.2982 1.6731 -1.2818
O -2.8933 2.2015 -0.7283
H 3.4284 0.9413 2.1853
H 2.2060 0.1256 2.0729
O 3.1559 0.1036 1.8638
H 1.1445 2.8606 -0.7713
H 0.3988 3.7550 0.0740
O 0.2224 3.1195 -0.6347
H 3.1832 -2.1447 -0.8655
H 3.6913 -1.8338 0.5359
O 3.9951 -2.0898 -0.3329
H -0.9511 3.7312 2.0049
H -1.7524 2.6821 2.7198
O -0.8373 2.9865 2.6312
H 0.1553 1.6410 2.0749
H -0.1809 0.2645 1.6522
O 0.5727 0.7594 2.0033
H 1.9270 -0.2816 -0.8488
H 1.6544 0.7916 0.2122
O 1.6410 0.6416 -0.7543
```

Results
- Net charge: 0
- Kohn-Sham gap: 9.41 eV
- HOMO energy: -9.511 eV
- Structure (SMILES): C=C(C)CCCO.O.O.O.O.O.O.O.O

=====

<two>
A cluster of 9 separate species, C6H28O9 in total, computed with the ωB97M-V functional and the def2-TZVPD basis.

```
43
C6H28O9 | the OMol25 dataset | the ωB97M-V functional and the def2-TZVPD basis
O 1.9970 -0.8004 -2.4024
C 1.0068 -0.1124 -2.5093
C 0.9020 1.2350 -1.8610
C -0.5376 1.7452 -1.7393
C -1.2630 1.0730 -0.5243
C -2.7752 1.2124 -0.6850
C -0.8281 1.6965 0.8062
H 0.1454 -0.5077 -3.1220
H 1.4714 1.9638 -2.4289
H 1.4005 1.2442 -0.8450
H -0.5590 2.8250 -1.6346
H -1.0432 1.5330 -2.6228
H -1.0097 0.0327 -0.4959
H -3.0899 2.3073 -0.6907
H -3.3147 0.7622 0.1230
H -3.1398 0.8242 -1.5834
H -1.3609 1.1729 1.6588
H 0.2584 1.6492 1.0123
H -1.0597 2.7737 0.8036
H -2.3253 -2.8617 -0.2602
H -0.8656 -2.9834 0.2170
O -1.7184 -3.1068 0.5179
H 1.9796 3.1628 0.6259
H 0.8117 3.6641 -0.2323
O 1.4789 3.9646 0.3084
H 2.3824 0.7937 1.0897
H 3.1209 1.8769 1.9873
O 2.7088 1.7372 1.1163
H 1.0935 -2.4459 -1.3183
H 0.8982 -1.5242 0.0078
O 0.4311 -2.0506 -0.6869
H -2.4458 -0.8270 2.4856
H -1.8869 -2.1709 1.9044
O -1.8917 -1.5835 2.7299
H 0.8121 -1.9466 4.0014
H -0.3341 -1.2352 3.2159
O 0.6147 -1.1651 3.5070
H -1.0681 -1.8586 -1.5794
H -2.2688 -1.0172 -1.9111
O -1.9787 -1.9294 -1.8683
H 2.6930 -1.3459 1.3011
H 1.4092 -0.9213 2.1027
O 1.8915 -0.8207 1.1864
```

Results
- Net charge: 0
- Kohn-Sham gap: 10.34 eV
- HOMO energy: -10.186 eV
- Structure (SMILES): CC(C)CCC=O.O.O.O.O.O.O.O.O

=====

Which structure loses on stability? <one> does.

=====

<one>
The molecule C12H28N2S2, computed with the ωB97M-V functional and the def2-TZVPD basis.

```
44
C12H28N2S2 | the OMol25 dataset | the ωB97M-V functional and the def2-TZVPD basis
C 3.3663 2.4258 4.7674
C 1.9858 2.7677 4.1794
C 1.1596 1.5402 3.7661
C 1.8945 0.5897 2.8246
C 0.9551 -0.0728 1.8199
C -0.1095 -0.9032 2.4970
C -0.9470 -0.5002 -1.2740
C -1.3897 0.7386 -2.0629
C -0.4682 1.0112 -3.2775
C -0.5680 0.1501 -4.5246
C 0.1815 -1.1264 -4.4308
C 0.5915 -1.7291 -5.7749
H 3.9489 3.3855 4.8048
H 3.9616 1.7003 4.2260
H 3.2702 2.1695 5.8156
H 2.1839 3.4278 3.2821
H 1.3961 3.3151 4.9328
H 0.8408 1.0216 4.7365
H 0.2504 1.8454 3.3189
H 2.4581 -0.1140 3.4663
H 2.5465 1.1390 2.2541
H 0.3596 0.7228 1.3558
H 2.0219 -1.8278 0.9954
H 2.3665 -0.4741 0.2701
H -0.7556 -0.2713 3.1348
H 0.3802 -1.5503 3.3011
H -1.0380 -1.4614 -1.8045
H 0.0756 -0.4677 -0.8679
H -1.1422 1.5975 -1.3349
H -3.0992 1.6136 -2.8325
H -3.1559 -0.0443 -2.7017
H -0.7731 2.0205 -3.6063
H 0.5366 1.1421 -2.9427
H -1.5842 -0.0450 -4.8624
H -0.0203 0.7052 -5.3426
H 1.0776 -0.9811 -3.7651
H -0.4059 -1.9246 -3.9750
H 1.0682 -2.6781 -5.6558
H 1.2563 -1.0953 -6.3966
H -0.3237 -1.8383 -6.3395
N 1.6233 -0.9318 0.7539
N -2.8038 0.7966 -2.3023
S -1.1443 -1.9408 1.4672
S -1.9400 -0.5239 0.1774
```

Results
- Net charge: 0
- Kohn-Sham gap: 8.97 eV
- HOMO energy: -8.150 eV
- Structure (SMILES): CCCC[C@@H](N)CSSC[C@H](N)CCCC

=====

<two>
The molecule C12H28N2S2, computed with the ωB97M-V functional and the def2-TZVPD basis.

```
44
C12H28N2S2 | the OMol25 dataset | the ωB97M-V functional and the def2-TZVPD basis
C 0.6972 -6.1515 1.4165
C 1.6141 -4.9896 1.6138
C 0.8463 -3.5946 1.7540
C 0.1121 -3.2339 0.4230
C -0.3378 -1.7948 0.3765
C -1.2713 -1.4774 1.5423
C -0.1473 1.8226 -0.1183
C 1.3202 2.0777 -0.3843
C 1.6826 2.2092 -1.8964
C 0.9507 3.3581 -2.6094
C -0.3535 2.8957 -3.3511
C -1.0089 4.1016 -4.0755
H 1.3029 -7.0669 1.4440
H 0.1808 -6.0476 0.4368
H -0.0083 -6.2922 2.2533
H 2.3400 -4.8079 0.7980
H 2.1413 -5.1338 2.5701
H 0.1822 -3.7371 2.6253
H 1.6067 -2.8312 1.9928
H -0.7835 -3.8696 0.2784
H 0.7863 -3.4696 -0.4218
H 0.5187 -1.1471 0.5988
H -1.8753 -1.7739 -0.9419
H -0.3567 -1.8092 -1.6690
H -0.8906 -1.5604 2.5746
H -2.1697 -2.1256 1.3910
H -0.7890 2.6914 -0.4149
H -0.4849 0.9156 -0.5981
H 1.9577 1.2493 -0.0462
H 2.7640 3.2644 0.4573
H 1.3595 4.0765 0.2357
H 2.7793 2.3233 -2.0848
H 1.4958 1.2913 -2.4820
H 0.7621 4.0950 -1.8203
H 1.5844 3.7782 -3.3924
H -0.0893 2.1448 -4.1113
H -1.0310 2.4908 -2.5905
H -1.9653 3.7912 -4.5249
H -0.3790 4.6910 -4.7702
H -1.3062 4.9111 -3.3891
N -0.9310 -1.3904 -0.9412
N 1.7550 3.1813 0.4823
S -2.0565 0.1966 1.5428
S -0.4453 1.4337 1.6238
```

Results
- Net charge: 0
- Kohn-Sham gap: 9.20 eV
- HOMO energy: -8.391 eV
- Structure (SMILES): CCCC[C@@H](N)CSSC[C@H](N)CCCC

=====

Which structure loses on stability? <one> does.

=====

<one>
A cluster of 2 separate species, C4H10NO in total, computed with the ωB97M-V functional and the def2-TZVPD basis.

```
16
C4H10NO | the OMol25 dataset | the ωB97M-V functional and the def2-TZVPD basis
C -0.6450 -1.8302 2.0656
C -0.3389 -0.9864 0.8746
C 0.6357 -0.0721 0.7607
N 0.4845 0.9590 -0.2140
C 1.3429 1.8838 -0.4332
H -1.3003 -1.1737 2.6593
H 0.2568 -1.8408 2.6841
H -1.1155 -2.7887 1.8994
H -1.0961 -0.8082 0.1121
H 1.4504 0.1030 1.4504
H -0.4667 1.0232 -0.5422
H 0.9510 2.7889 -0.8759
H 2.3591 1.6520 -0.1428
H -0.7367 -0.3035 -3.2228
H -1.9447 0.2620 -2.6552
O -1.0451 0.1043 -2.4080
```

Results
- Net charge: +1
- Kohn-Sham gap: 9.18 eV
- HOMO energy: -14.150 eV

=====

<two>
A cluster of 2 separate species, C4H10NO in total, computed with the ωB97M-V functional and the def2-TZVPD basis.

```
16
C4H10NO | the OMol25 dataset | the ωB97M-V functional and the def2-TZVPD basis
C 0.7411 1.8622 1.4567
C 0.2707 0.5610 0.8887
C 0.3010 -0.6238 1.4662
C -0.1726 0.0394 -1.4283
N -0.4635 0.6923 -0.3626
H 0.4480 2.7380 0.8726
H 0.3754 1.9778 2.4731
H 1.8298 1.9228 1.4807
H -0.2134 -1.4884 1.0772
H 0.8487 -0.7583 2.3867
H -0.7514 0.2492 -2.3087
H 0.7492 -0.5068 -1.4711
H -1.2702 1.3095 -0.3683
H -0.6267 -2.9906 -1.4094
H -1.4241 -2.6400 -2.6205
O -0.6418 -2.3441 -2.1330
```

Results
- Net charge: +1
- Kohn-Sham gap: 10.07 eV
- HOMO energy: -14.600 eV

=====

<three>
The ion C4H10NO with charge +1, computed with the ωB97M-V functional and the def2-TZVPD basis.

```
16
C4H10NO | the OMol25 dataset | the ωB97M-V functional and the def2-TZVPD basis
C -0.3829 0.4053 -0.0400
C 1.1151 -0.1133 0.1254
C -1.2107 -0.0903 1.0579
C -0.3861 1.9558 -0.3570
N 1.3862 -1.3920 -0.5069
O -1.5567 -1.3488 0.9527
H -0.7727 0.0957 -1.0597
H 1.4260 -0.1699 1.1700
H -1.4121 0.3353 1.9945
H -0.6427 2.0657 -1.4242
H 0.5948 2.5141 -0.1429
H -1.2196 2.6204 0.1333
H 2.4082 -1.5111 -0.5421
H 0.9363 -1.3629 -1.4251
H 1.0973 -2.2110 -0.0073
H -1.3804 -1.7930 0.0713
```

Results
- Net charge: +1
- Kohn-Sham gap (spin up / spin down): 6.56 / 8.55 eV
- HOMO energy (spin up / spin down): -11.721 / -12.834 eV

=====

<four>
A cluster of 2 separate species, C4H10NO in total, computed with the ωB97M-V functional and the def2-TZVPD basis.

```
16
C4H10NO | the OMol25 dataset | the ωB97M-V functional and the def2-TZVPD basis
C -1.3603 0.3375 -0.9104
C -1.3899 -1.1383 -0.4531
C -0.8929 0.2638 1.6312
C 2.4747 -0.3439 0.2342
N -0.7671 -0.1227 0.3234
O 3.5191 0.1980 -0.2527
H -0.5476 0.5071 -1.6080
H -2.1195 1.0611 -0.8246
H -2.4516 -1.4680 -0.2025
H -0.7717 -1.8504 -0.9827
H 0.0755 0.5798 2.0253
H -1.7052 0.9747 1.8150
H -1.0660 -0.6210 2.2879
H 1.5165 -0.3248 -0.2725
H 2.3704 -0.6891 1.2687
H 4.3561 0.1533 0.3461
```

Results
- Net charge: +1
- Kohn-Sham gap: 5.22 eV
- HOMO energy: -12.196 eV

=====

Which structure loses on stability? <four> does.

=====

<one>
A cluster of 2 separate species, C4H10NO in total, computed with the ωB97M-V functional and the def2-TZVPD basis.

```
16
C4H10NO | the OMol25 dataset | the ωB97M-V functional and the def2-TZVPD basis
C 0.7781 0.2588 1.9736
C 0.0463 0.4589 0.6889
C -1.2122 0.2273 0.3822
C 0.6493 1.2485 -1.5501
N 0.9659 0.8317 -0.4055
H 0.9754 1.2409 2.3939
H 0.1122 -0.2394 2.6616
H 1.7027 -0.2959 1.9294
H -1.6881 0.3551 -0.5640
H -1.8590 -0.2376 1.1146
H 1.3416 1.3305 -2.3719
H -0.3790 1.4991 -1.7566
H 1.9164 0.6963 -0.0811
H -1.2553 -2.6668 -0.7374
H -0.9494 -2.6569 -2.2039
O -1.1449 -2.0506 -1.4737
```

Results
- Net charge: +1
- Kohn-Sham gap: 9.31 eV
- HOMO energy: -14.491 eV

=====

<two>
A cluster of 2 separate species, C4H10NO in total, computed with the ωB97M-V functional and the def2-TZVPD basis.

```
16
C4H10NO | the OMol25 dataset | the ωB97M-V functional and the def2-TZVPD basis
C -0.4574 1.2348 1.8049
C 0.3727 0.2693 2.1739
O 0.4020 -0.1693 3.4623
H -0.4970 1.5727 0.7822
H -1.1253 1.6748 2.5301
H 1.0659 -0.2312 1.5068
H 1.1902 -0.7210 3.5906
C 0.3240 -0.5388 -1.3519
C -0.7120 -1.1500 -0.8140
N 0.1483 0.1696 -2.6506
H 1.3243 -0.4128 -0.9674
H -0.6924 -1.5238 0.1974
H -1.6430 -1.2219 -1.3650
H -0.7687 -0.0310 -3.0590
H 0.2095 1.1866 -2.5053
H 0.8589 -0.1081 -3.3350
```

Results
- Net charge: +1
- Kohn-Sham gap: 8.11 eV
- HOMO energy: -12.079 eV

=====

<three>
A cluster of 2 separate species, C4H10NO in total, computed with the ωB97M-V functional and the def2-TZVPD basis.

```
16
C4H10NO | the OMol25 dataset | the ωB97M-V functional and the def2-TZVPD basis
C 1.5817 -0.7455 -0.1403
C -1.0134 0.6579 1.1423
C 2.2454 -1.5910 -1.1300
C -0.9684 2.0456 0.7645
N -2.0036 -0.2232 0.4628
O 0.4300 -0.3560 -0.0600
H 2.4061 -0.3668 0.4567
H 2.7256 -0.9673 -1.7688
H 1.4302 -2.1489 -1.7942
H 2.8280 -2.3080 -0.4952
H -0.0839 2.5845 1.1447
H -1.8532 2.4030 1.1563
H -1.1621 2.4807 -0.3123
H -2.6990 0.2735 -0.0751
H -2.3534 -1.0646 0.9703
H -1.5098 -0.6739 -0.3216
```

Results
- Net charge: +1
- Kohn-Sham gap: 9.01 eV
- HOMO energy: -12.972 eV

=====

Which structure loses on stability? <three> does.

=====

<one>
A cluster of 3 separate species, C2H5BrO in total, computed with the ωB97M-V functional and the def2-TZVPD basis.

```
9
C2H5BrO | the OMol25 dataset | the ωB97M-V functional and the def2-TZVPD basis
C 0.0171 0.4448 0.9903
C 0.8523 -0.4742 0.2492
O 0.6034 -1.6476 -0.0717
Br 2.5567 0.1957 -0.1673
H -1.0893 0.2294 0.9551
H 0.1031 0.5686 2.0326
H 0.0259 1.4381 0.7230
H 1.6554 -1.9579 -2.3566
H 0.9722 -1.7714 -1.3460
```

Results
- Net charge: 0
- Kohn-Sham gap: 8.47 eV
- HOMO energy: -8.898 eV

=====

<two>
A cluster of 2 separate species, C2H5BrO in total, computed with the ωB97M-V functional and the def2-TZVPD basis.

```
9
C2H5BrO | the OMol25 dataset | the ωB97M-V functional and the def2-TZVPD basis
C -0.8247 -0.7089 -0.1356
C 0.3070 0.2486 0.2471
O 0.2385 1.2349 -0.6450
Br 2.2030 -0.3701 0.3146
H -0.5749 -1.7045 0.2180
H -1.8354 -0.4743 0.2951
H -0.8630 -0.6643 -1.1548
H 0.3550 0.6271 1.7285
H 0.9943 1.8115 -0.8679
```

Results
- Net charge: 0
- Kohn-Sham gap: 10.28 eV
- HOMO energy: -9.500 eV

=====

Which structure loses on stability? <one> does.